(A)
The following is a DFT calculation (wB97M-V/def2-TZVPD) of a cluster of 2 separate species, C3H12N2O in total.

Computed properties:
* charge: -1
* expectation value of S²: 0.75
* spin multiplicity: 2
* Kohn-Sham gap (spin up / spin down): 2.837 / 9.157 eV

Geometry as XYZ:
```
18
Properties=species:S:1:pos:R:3:nbo_charge:R:1
C 0.67116 -0.98860 0.05489 -0.32
C 0.47400 -0.44412 -1.34530 -0.46
C -0.59181 0.64096 -1.45376 -0.26
N -0.58851 1.85704 -0.66566 -1.04
N 1.36764 -2.27700 -0.12836 -0.86
H 1.24839 -0.33550 0.72502 0.17
H -0.31705 -1.32643 0.51067 0.19
H 1.43031 0.07553 -1.64352 0.18
H 0.44680 -1.17581 -2.15460 0.20
H -1.60848 0.11114 -1.11868 0.15
H -0.66172 0.97824 -2.52618 0.18
H -0.18791 2.57236 -1.25659 0.33
H -0.15230 1.93140 0.24236 0.29
H 1.88353 -2.48675 0.71897 0.34
H 2.07180 -2.30034 -0.85646 0.34
H -0.73423 1.65272 2.82300 0.32
H -1.99041 0.83539 2.36839 0.43
O -1.29076 0.88332 3.03154 -1.18
```

(B)
The following is a DFT calculation (wB97M-V/def2-TZVPD) of a cluster of 2 separate species, C3H12N2O in total.

Computed properties:
* charge: -1
* expectation value of S²: 0.75
* spin multiplicity: 2
* Kohn-Sham gap (spin up / spin down): 2.608 / 8.597 eV

Geometry as XYZ:
```
18
Properties=species:S:1:pos:R:3:nbo_charge:R:1
C -1.59129 -0.15563 2.50619 -0.62
C -0.59479 -0.86181 1.48678 -0.22
N -0.67402 -0.32036 0.12150 -0.68
C -0.09958 -1.04165 -1.04430 -0.37
N 0.32683 -0.12333 -2.06674 -1.17
H -2.68842 -0.23707 2.50683 0.20
H -1.55700 0.81946 2.71101 0.19
H -1.33651 -0.65666 3.45818 0.18
H 0.38090 -0.89192 2.09615 0.16
H -1.04502 -1.90985 1.29577 0.19
H -0.34299 0.64946 -0.02823 0.36
H -0.82723 -1.73687 -1.40181 0.15
H 0.70005 -1.71333 -0.67819 0.15
H -0.07060 0.04091 -3.04844 0.32
H 1.22908 -0.59509 -2.48365 0.23
H 1.42458 2.66802 -0.71394 0.44
H 1.84584 1.34875 -1.03891 0.49
O 2.30396 2.20932 -0.84377 -0.99
```

Quick one: most stable of them? (A)

(A)
The following is a DFT calculation (wB97M-V/def2-TZVPD) of a cluster of 2 separate species, C6H11N3OS2 in total.

Computed properties:
* spin multiplicity: 1
* Kohn-Sham gap: 7.698 eV

Geometry as XYZ:
```
23
Properties=species:S:1:pos:R:3:nbo_charge:R:1
C 0.43325 -3.10562 0.22255 -0.66
C -0.57767 -2.86224 1.33469 -0.54
C -0.09344 -0.23456 1.67933 -0.06
C -0.68204 2.01835 -0.98043 -0.25
C -0.20634 1.00208 -2.13365 -0.10
C 0.21744 2.30350 1.22905 0.31
H 1.33779 -3.55024 0.43890 0.21
H 0.20740 -3.56185 -0.81414 0.23
H 0.77077 -2.07535 -0.29205 0.23
H -0.94552 -3.86866 1.64903 0.24
H -1.47223 -2.36830 0.98152 0.23
H -0.12486 2.89923 -1.05153 0.24
H -1.75929 2.01021 -1.09567 0.20
H -1.04892 0.19497 -2.35100 0.20
H 0.01734 1.81649 -3.11390 0.16
H 1.51893 0.57387 -2.97306 0.46
H 1.30323 3.82058 1.68796 0.37
N -0.45633 0.11767 0.48887 -0.28
N -0.49885 1.41615 0.32837 -0.26
N 0.35825 3.52377 1.10540 -0.73
O 1.11400 0.52285 -1.62559 -0.69
S -0.12945 -1.75223 2.72793 0.28
S 0.71653 1.15935 2.55742 0.20
```

(B)
The following is a DFT calculation (wB97M-V/def2-TZVPD) of the molecule C6H11N3OS2.

Computed properties:
* SMILES: CN(C)C(=S)[C@H]1CSCN1N=O
* spin multiplicity: 1
* Kohn-Sham gap: 8.978 eV

Geometry as XYZ:
```
23
Properties=species:S:1:pos:R:3:nbo_charge:R:1
C -1.58477 1.60585 2.45970 -0.42
N -0.86369 0.54295 1.80269 -0.39
C 0.03240 -0.23031 2.66980 -0.42
C -1.02355 0.35675 0.47282 0.14
S -2.07687 1.28495 -0.41633 -0.16
C -0.17235 -0.74690 -0.17067 -0.18
C -0.41881 -0.98833 -1.67318 -0.54
S 0.79748 0.00599 -2.61017 0.19
C 1.62938 0.54482 -1.08658 -0.36
N 1.24496 -0.39258 -0.06133 -0.25
N 2.19142 -1.27863 0.29162 0.27
O 1.77960 -2.25554 0.88599 -0.40
H -2.65835 1.46798 2.36154 0.23
H -1.28556 1.62422 3.53166 0.20
H -1.34172 2.58780 1.99620 0.22
H -0.51319 -0.49814 3.55799 0.21
H 0.89037 0.36660 2.97054 0.21
H 0.40012 -1.14890 2.18337 0.23
H -0.30931 -1.67866 0.35027 0.26
H -0.28501 -2.05254 -1.89100 0.23
H -1.45029 -0.68627 -1.96292 0.27
H 2.71081 0.51164 -1.20520 0.25
H 1.29293 1.54199 -0.81847 0.22
```

Quick one: most stable of them? (B)

(A)
The following is a DFT calculation (wB97M-V/def2-TZVPD) of a cluster of 2 separate species, C2H3N3S2 in total.

Computed properties:
* spin multiplicity: 1
* Kohn-Sham gap: 8.020 eV

Geometry as XYZ:
```
10
Properties=species:S:1:pos:R:3:nbo_charge:R:1
C -1.81406 0.95699 -0.52424 -0.06
C -1.63255 -0.14500 3.06091 -0.39
N -0.69298 0.52528 -0.75895 -0.11
N 0.34305 0.04968 -0.26932 -0.11
N 1.62725 0.61632 -0.22496 -0.63
S -2.88198 -0.04700 2.19547 0.21
S -0.39475 -0.07987 3.96606 0.18
H -2.70549 0.73448 -0.98959 0.18
H 2.27368 -0.07510 -0.55324 0.37
H 1.77259 1.51812 -0.72990 0.35
```

(B)
The following is a DFT calculation (wB97M-V/def2-TZVPD) of the molecule C2H3N3S2.

Computed properties:
* spin multiplicity: 1
* Kohn-Sham gap: 7.867 eV

Geometry as XYZ:
```
10
Properties=species:S:1:pos:R:3:nbo_charge:R:1
C -2.49350 -0.10969 -0.22173 0.17
C 0.99042 0.61508 -0.14844 -0.15
N -0.62150 -1.71237 -0.26580 -0.55
N -1.89981 -1.16862 -0.29671 -0.31
N 2.07253 1.34458 0.01567 -0.75
S -3.27780 1.18656 0.05297 0.03
S 0.92737 -0.96160 0.41785 0.42
H -0.64363 -2.62714 0.02315 0.37
H 2.12041 2.33169 -0.26958 0.40
H 2.82550 1.10151 0.69262 0.36
```

Quick one: most stable of them? (B)

(A)
The following is a DFT calculation (wB97M-V/def2-TZVPD) of a structure of composition C31H55As3ClN2O11SSeTi.

Computed properties:
* charge: -1
* spin multiplicity: 1
* Kohn-Sham gap: 7.639 eV

Geometry as XYZ:
```
106
Properties=species:S:1:pos:R:3:mulliken_charge:R:1
Ti -0.41117 -0.64916 -0.57539 -0.50
Cl -1.14910 -7.02533 2.40882 -0.27
C -0.72158 -5.37236 2.04262 0.08
C -1.53928 -4.33825 2.47481 -1.00
C -1.22085 -3.03307 2.15112 -0.29
C -0.07171 -2.72752 1.40631 -0.67
O 0.17209 -1.48340 1.04952 -0.55
C 0.78584 -3.78441 1.04368 1.82
C 2.11730 -3.57731 0.41304 -0.60
O 2.90276 -2.72338 0.73780 -0.40
C 0.42761 -5.09922 1.32894 -1.00
H -2.42909 -4.56418 3.04861 0.40
H -1.85817 -2.20991 2.44736 0.63
H 2.42858 -4.39433 -0.26549 0.21
H 1.06808 -5.91081 1.00351 0.48
C 4.66313 -0.14211 2.32999 -1.43
As 2.70168 0.03467 2.26056 1.51
C 2.39180 -1.29643 3.67972 -1.62
C 2.72379 1.67594 3.37384 -2.12
C 1.39783 2.36793 3.71540 2.77
C 0.53134 1.45104 4.58052 -1.68
C 0.63515 2.84648 2.46604 -1.72
As -0.59535 1.68181 1.43836 2.07
C -2.14113 1.66507 2.66593 -1.43
C -1.23323 3.15402 0.32968 -1.39
C 1.72304 3.61453 4.56431 -2.13
As 2.78864 5.03064 3.68624 0.33
C 1.32964 6.16992 3.02459 -1.04
C 3.08194 6.05020 5.34378 -1.23
H 5.02407 -0.13472 3.36059 0.50
H 5.12458 0.68070 1.78315 0.28
H 4.94263 -1.07997 1.85091 0.39
H 2.84394 -0.98548 4.62356 0.46
H 2.84734 -2.22793 3.34548 0.47
H 1.32692 -1.47102 3.82123 0.21
H 3.34949 2.37022 2.80335 0.37
H 3.26191 1.45498 4.30382 0.60
H 0.23339 0.55380 4.03614 -0.20
H -0.37437 1.96596 4.90826 0.41
H 1.08325 1.13245 5.46890 0.47
H 1.33743 3.22661 1.71686 0.25
H -0.00891 3.68422 2.75444 0.69
H -2.21407 2.60035 3.22476 0.49
H -2.08220 0.83010 3.36223 0.28
H -3.03551 1.54490 2.05513 0.23
H -1.50095 4.01040 0.95277 0.53
H -2.08841 2.82446 -0.25631 0.28
H -0.43979 3.41958 -0.36684 0.12
H 2.30527 3.31251 5.44110 0.62
H 0.79828 4.07582 4.92903 0.70
H 0.93976 5.77660 2.08777 0.20
H 1.72842 7.16805 2.84086 0.45
H 0.52219 6.23504 3.75578 0.31
H 3.80470 5.52768 5.96999 0.34
H 2.14911 6.17033 5.89710 0.35
H 3.48260 7.03411 5.10054 0.40
O -0.39912 0.04423 -3.95965 -0.57
Se -1.60704 0.74101 -3.14474 1.01
O -1.99016 2.24661 -3.55965 -0.86
O -0.97430 0.89452 -1.51230 -0.28
O -2.90565 -0.22274 -2.94146 -0.68
C -4.60989 0.48683 -0.60699 -1.00
S -3.71502 -1.03520 -0.34498 0.69
C -4.63906 -1.61797 1.07667 -1.06
O -2.41038 -0.61004 0.30552 -0.01
H -4.57824 1.07716 0.30801 0.29
H -5.63498 0.24147 -0.88436 0.48
H -4.11042 0.98032 -1.43824 0.20
H -5.67460 -1.79431 0.78772 0.46
H -4.57352 -0.87647 1.87229 0.28
H -4.17836 -2.55313 1.39046 0.25
C 1.50872 2.96589 -3.48108 -0.94
C 2.84065 2.80619 -2.76091 -1.64
C 3.11015 1.38024 -2.26498 2.87
C 4.42789 1.37276 -1.44485 -1.10
C 4.92019 0.00013 -1.00339 -1.18
C 3.31929 0.45506 -3.44156 -0.47
O 3.97041 0.75541 -4.42017 -0.71
N 2.81014 -0.80326 -3.28606 0.33
C 2.02390 -1.26796 -2.23499 -0.70
O 1.80209 -2.46431 -2.17568 -0.71
N 1.52934 -0.35339 -1.33852 1.50
C 1.99648 0.93520 -1.32029 -0.42
O 1.58105 1.74230 -0.50439 -0.50
H 1.38828 3.98979 -3.83892 0.51
H 0.66786 2.75262 -2.82142 -0.10
H 1.42927 2.29792 -4.33969 0.27
H 2.88308 3.46648 -1.89281 0.42
H 3.66807 3.06820 -3.42321 0.46
H 4.24452 2.00736 -0.57368 0.21
H 5.18546 1.86702 -2.05794 0.53
H 4.17132 -0.53266 -0.41271 0.18
H 5.81251 0.10430 -0.38453 0.54
H 5.18493 -0.62650 -1.85701 0.35
H 3.00884 -1.48183 -4.00676 0.35
C -1.25244 -3.06683 -3.58040 -1.35
C -1.01046 -3.32669 -2.10853 0.57
C -2.13598 -4.10087 -1.44516 -1.21
O -0.85771 -2.07566 -1.44418 0.43
H -1.44732 -4.01364 -4.09039 0.43
H -0.38843 -2.58196 -4.03168 0.21
H -2.10958 -2.40264 -3.69969 0.21
H -0.06143 -3.84560 -1.96587 0.17
H -3.09388 -3.60901 -1.62813 0.31
H -1.96854 -4.18273 -0.36973 0.12
H -2.18187 -5.10824 -1.86239 0.43
```

(B)
The following is a DFT calculation (wB97M-V/def2-TZVPD) of a structure of composition C31H55As3ClN2O11SSeTi.

Computed properties:
* charge: -1
* spin multiplicity: 1
* Kohn-Sham gap: 6.461 eV

Geometry as XYZ:
```
106
Properties=species:S:1:pos:R:3:mulliken_charge:R:1
Ti -0.71366 -1.59389 0.13905 -0.06
Cl -8.02305 -2.20434 2.52858 -0.27
C -6.28133 -2.18670 2.38444 0.10
C -5.52642 -3.13454 3.12471 -0.69
C -4.17054 -3.16031 3.05664 -1.02
C -3.44811 -2.23606 2.21979 0.16
O -2.19130 -2.23289 2.17717 0.67
C -4.24299 -1.30275 1.48160 1.21
C -3.59915 -0.33027 0.70220 -0.70
O -2.37806 -0.23138 0.47044 -0.23
C -5.65835 -1.28787 1.58617 -1.09
H -6.05626 -3.84880 3.74247 0.42
H -3.59167 -3.89905 3.59290 0.42
H -4.24196 0.45438 0.27377 0.19
H -6.22697 -0.55858 1.02071 0.45
C -1.18633 0.14796 3.75599 -1.49
As 0.17369 -0.84512 2.77191 1.37
C 0.24041 -2.49743 3.80197 -1.52
C 1.86114 -0.18076 3.58671 -2.18
C 2.37312 1.28088 3.61527 3.26
C 3.25903 1.37751 4.87167 -2.45
C 3.23209 1.60494 2.39042 -2.29
As 2.53950 1.00258 0.62381 1.31
C 4.19360 1.50796 -0.30914 -0.94
C 1.54471 2.61708 0.14795 -0.47
C 1.21355 2.27561 3.72257 -0.99
As 1.65115 4.14724 4.19114 0.27
C -0.20215 4.61244 4.65326 -1.21
C 1.61343 4.98355 2.41634 -1.09
H -0.89060 0.27617 4.79784 0.54
H -2.10153 -0.43204 3.70090 0.41
H -1.34779 1.11976 3.29433 0.20
H 0.13961 -2.26076 4.86246 0.51
H 1.20809 -2.96653 3.62470 0.35
H -0.55419 -3.15535 3.47175 0.27
H 2.63128 -0.82126 3.14690 0.22
H 1.73740 -0.51409 4.62216 0.67
H 3.99097 0.56638 4.87403 0.52
H 2.66067 1.29969 5.78458 0.41
H 3.80072 2.32374 4.90150 0.56
H 4.19787 1.09497 2.49181 0.52
H 3.45284 2.67841 2.36109 0.47
H 4.51811 2.50498 -0.00531 0.54
H 3.99724 1.50000 -1.38134 -0.27
H 4.98600 0.79236 -0.08423 0.36
H 2.16184 3.51000 0.27915 0.72
H 0.63007 2.69567 0.73460 -0.02
H 1.27949 2.46660 -0.89751 -0.63
H 0.54832 1.96340 4.53046 0.69
H 0.62359 2.28230 2.80003 -0.18
H -0.47165 4.14904 5.60204 0.34
H -0.89103 4.26952 3.87969 0.30
H -0.29169 5.69351 4.75792 0.42
H 2.55206 4.80882 1.89246 0.27
H 1.49012 6.05831 2.55410 0.50
H 0.79216 4.59871 1.81120 0.30
O -0.19523 -3.37414 0.90263 -0.71
Se -1.47121 -4.29507 0.24634 1.30
O -0.91688 -5.31082 -0.85715 -0.78
O -2.06060 -2.86071 -0.48800 -0.64
O -2.46373 -4.93631 1.31996 -0.69
C 3.45623 -2.11365 -1.38695 -1.13
S 1.75445 -1.98633 -1.90196 1.34
C 1.43918 -3.75051 -2.03528 -1.51
O 1.07842 -1.68342 -0.53094 -0.31
H 3.99787 -2.65011 -2.16530 0.46
H 3.47572 -2.66464 -0.44795 0.47
H 3.81450 -1.09473 -1.27721 0.05
H 1.68941 -4.27817 -1.11725 0.32
H 2.02568 -4.11594 -2.88094 0.60
H 0.37927 -3.87698 -2.25389 0.33
C -4.12270 0.06419 -2.55442 -1.04
C -3.56423 -0.13611 -3.95475 -1.71
C -2.02043 -0.21421 -4.03604 3.06
C -1.64193 -0.59143 -5.47535 -1.78
C -0.14383 -0.69040 -5.70665 -0.93
C -1.46118 1.17062 -3.72882 -0.25
O -1.58584 2.10222 -4.49367 -0.70
N -0.82397 1.33121 -2.52246 0.83
C -0.68236 0.33222 -1.59613 -0.01
O -0.24945 0.55129 -0.45590 -0.88
N -1.04515 -0.93314 -1.85888 2.02
C -1.56205 -1.32029 -3.07123 -1.72
O -1.68490 -2.48189 -3.38856 -0.62
H -5.20897 0.16203 -2.58775 0.58
H -3.72010 0.96464 -2.08324 0.22
H -3.88471 -0.78909 -1.91757 0.08
H -3.87633 0.67387 -4.61747 0.50
H -3.94403 -1.07258 -4.36802 0.46
H -2.07834 0.16061 -6.13488 0.46
H -2.11773 -1.54943 -5.68556 0.52
H 0.34724 0.27038 -5.54598 0.21
H 0.07190 -1.00524 -6.72878 0.40
H 0.30558 -1.42180 -5.03251 0.12
H -0.38892 2.21954 -2.31694 0.39
C 2.46660 2.13483 -3.88505 -1.53
C 3.05654 0.87708 -3.22509 0.30
C 3.26747 -0.19176 -4.31585 -1.53
O 2.29430 0.46475 -2.16521 0.36
H 3.11758 2.54356 -4.66550 0.42
H 2.30963 2.90722 -3.12888 0.23
H 1.49691 1.89825 -4.33428 0.20
H 4.09500 1.16086 -2.91375 0.25
H 2.30662 -0.54658 -4.68974 0.17
H 3.82382 -1.05091 -3.93131 0.27
H 3.83780 0.21333 -5.15770 0.45
```

Quick one: most stable of them? (A)